[1]
# C3H3BaLiO3

C3H3BaLiO3 as an isolated structure at a distorted geometry (ωB97M-V/def2-TZVPD, OMol25).

Geometry as XYZ:
```
11
Properties=species:S:1:pos:R:3:forces:R:3
O -0.3682 0.8409 0.0172 0.1 -0.8 1.0
C -0.7453 -0.3374 0.1817 0.9 2.6 -2.2
C -2.6804 1.6990 -0.0784 -1.2 -0.7 0.7
O -0.0248 -1.3273 -0.0681 0.2 -1.4 0.7
O -2.0882 -0.5879 0.2951 -1.1 -1.2 0.8
C -2.9984 0.3107 -0.0185 1.5 1.3 -1.6
Ba 2.4454 0.1366 -0.1869 -0.3 0.3 0.1
H -3.0945 2.2488 -0.9264 0.0 0.1 0.2
H -2.3228 2.2394 0.7987 0.3 -0.1 -0.3
H -3.8294 -0.1165 -0.5820 -0.4 0.0 0.6
Li -0.6108 -3.1646 -0.4491 -0.1 -0.1 0.1
```
Positions in Å, forces in eV/Å.

Net charge: +3
Kohn-Sham gap (alpha / beta) (Ha): 0.36384 / 0.34568
HOMO level (alpha / beta) (eV): -21.411 / -23.018
E_tot (Eh): -373.79869
Spin multiplicity: 2
Largest force on an atom (hartree/bohr): 0.0685
Molecular weight (g/mol): 231.3

Atom charges from the Mulliken analysis, given in e for atoms 1 to 5: -0.698 1.078 -0.414 -0.833 -0.286

[2]
# C3H3BiLiO4

C3H3BiLiO4 as an isolated structure at a distorted geometry (ωB97M-V/def2-TZVPD, OMol25).

Geometry as XYZ:
```
12
Properties=species:S:1:pos:R:3:forces:R:3
C 1.0507 1.4786 0.1891 -3.3 2.1 -2.4
O 0.5459 2.5864 0.0900 1.0 -1.9 0.8
O 2.2737 1.1860 0.3263 1.7 0.2 1.0
C 0.1345 0.2439 -0.1270 -0.9 0.7 1.5
O 0.5560 -0.9004 -0.1601 0.7 -1.0 -0.2
O -1.1298 0.5398 -0.1259 0.7 0.3 -0.1
C -2.0731 -0.5357 -0.0340 -0.4 -0.5 -0.3
H -1.9205 -1.0809 0.9048 0.0 0.2 -0.2
H -3.0594 -0.0674 -0.0550 0.3 -0.1 0.0
H -1.9490 -1.2180 -0.8830 -0.1 0.2 0.2
Bi 3.7152 -0.0702 -0.4263 0.9 -0.3 -0.4
Li 1.8557 -2.1621 0.3011 -0.5 0.1 -0.1
```
Positions in Å, forces in eV/Å.

Net charge: +1
Kohn-Sham gap (alpha / beta) (Ha): 0.23708 / 0.23588
Relative energy (zero: lowest compared OMol25 entry of this formula, charge and spin) (eV): 0.642
HOMO level (alpha / beta) (eV): -12.611 / -12.604
E_tot (Eh): -638.96973
Largest force on an atom (hartree/bohr): 0.0897
Molecular weight (g/mol): 319.0

Atom charges from the Mulliken analysis, given in e for atoms 1 to 5: 0.660 -0.462 -0.535 0.653 -0.568